1.
C21H26N2O4S2 | ωB97M-V/def2-TZVPD

```
55
Properties=species:S:1:pos:R:3:forces:R:3
C 5.135 -0.672 -4.109 0.182 0.187 0.031
H 5.949 -1.100 -4.692 -0.036 0.071 0.056
O 4.082 -1.602 -4.191 -0.346 -0.209 0.030
C 2.919 -1.325 -3.557 -0.159 -0.101 0.012
C 2.662 -0.185 -2.809 0.345 -0.140 -0.228
C 1.433 0.010 -2.207 -0.455 -0.224 0.048
C 0.420 -0.940 -2.332 0.767 0.125 -0.239
C 0.685 -2.103 -3.078 0.051 0.053 -0.003
C 1.902 -2.305 -3.690 0.262 0.043 -0.085
O 2.238 -3.389 -4.437 0.185 0.344 0.124
C 1.276 -4.400 -4.617 -0.169 -0.160 -0.023
H 1.757 -5.153 -5.240 -0.078 0.025 0.048
H 0.984 -4.853 -3.664 0.000 0.027 -0.031
H 0.385 -4.022 -5.129 0.028 -0.008 0.033
H -0.098 -2.838 -3.169 -0.059 -0.112 -0.034
C -0.880 -0.805 -1.741 -0.914 0.483 0.553
C -1.442 0.228 -1.078 0.741 -0.407 -0.433
C -2.807 0.128 -0.553 -0.259 -0.550 -0.259
O -3.559 -0.809 -0.692 0.000 0.079 0.131
N -3.160 1.295 0.108 -0.157 0.208 -0.076
C -2.230 2.272 0.165 0.157 0.134 -0.183
S -2.394 3.719 0.912 0.220 0.238 -0.026
S -0.780 1.800 -0.700 -0.160 0.190 0.038
C -4.427 1.361 0.804 -0.513 -0.215 0.196
C -4.384 0.599 2.129 0.193 0.158 -0.068
C -3.473 1.248 3.170 -0.132 -0.294 -0.192
C -1.992 0.952 2.931 -0.472 0.492 0.589
O -1.600 0.144 2.112 0.291 -0.334 -0.243
N -1.187 1.651 3.758 0.058 0.205 0.377
H -1.622 2.347 4.341 -0.062 -0.087 -0.106
C 0.267 1.593 3.795 0.034 -0.090 -0.139
C 0.932 2.078 2.488 -0.024 -0.068 -0.123
H 1.707 2.809 2.723 0.046 0.044 0.001
C 1.557 0.831 1.867 0.157 0.068 0.023
H 0.799 0.271 1.321 -0.012 -0.006 -0.058
H 2.379 1.068 1.193 0.046 -0.014 -0.088
C 1.994 0.027 3.086 -0.085 -0.078 -0.043
H 2.878 0.480 3.539 0.091 -0.016 0.007
H 2.217 -1.011 2.849 0.089 -0.050 0.035
C 0.793 0.160 4.020 0.103 -0.034 0.140
H 1.044 -0.022 5.064 -0.040 -0.026 0.051
H 0.024 -0.549 3.718 0.007 -0.010 0.049
H 0.208 2.558 1.833 -0.012 0.109 0.039
H 0.562 2.240 4.625 -0.062 -0.065 -0.075
H -3.720 0.856 4.160 0.024 0.036 0.027
H -3.627 2.329 3.185 0.029 -0.013 0.090
H -4.038 -0.418 1.935 -0.123 0.000 0.047
H -5.402 0.550 2.517 -0.009 -0.029 -0.004
H -4.669 2.415 0.964 0.030 -0.156 -0.102
H -5.172 0.902 0.148 0.081 0.113 0.058
H -1.538 -1.662 -1.842 -0.068 -0.010 0.030
H 1.272 0.905 -1.629 0.108 0.063 0.028
H 3.424 0.569 -2.689 0.109 0.043 -0.022
H 4.852 0.295 -4.537 0.000 -0.037 0.028
H 5.466 -0.529 -3.075 -0.027 0.001 -0.037
```
Positions in Å, forces in eV/Å.

* orbital gap: 7.3 eV
* total energy: -2022.69768 Eh
* relative energy (zero: lowest compared OMol25 entry of this formula, charge and spin): 4.51 kcal per mole
* SMILES string: COc1ccc(/C=C2\SC(=S)N(CCCC(=O)NC3CCCC3)C2=O)cc1OC

***

2.
C21H26N2O5S | ωB97M-V/def2-TZVPD

```
55
Properties=species:S:1:pos:R:3:forces:R:3
C -1.003 2.080 4.582 -0.131 0.199 0.036
H -0.403 2.996 4.603 -0.022 -0.034 -0.019
O -0.216 0.950 4.302 0.270 -0.285 -0.198
C 0.463 0.909 3.124 0.006 -0.144 0.132
C 0.420 1.888 2.146 -0.025 -0.080 0.180
C 1.154 1.743 0.975 0.198 -0.134 -0.023
C 1.942 0.619 0.790 -0.070 0.183 0.050
C 1.981 -0.381 1.752 -0.024 0.002 0.186
C 1.247 -0.252 2.919 -0.127 0.039 0.146
O 1.202 -1.170 3.919 -0.165 0.360 -0.044
C 1.910 -2.375 3.754 0.127 -0.193 -0.022
H 2.989 -2.201 3.678 -0.041 -0.003 -0.017
H 1.567 -2.929 2.874 0.015 0.029 0.011
H 1.704 -2.959 4.649 0.048 0.001 -0.084
H 2.587 -1.255 1.577 0.058 -0.164 0.028
C 2.665 0.539 -0.525 0.075 -0.020 0.170
N 1.700 0.778 -1.584 0.037 0.241 0.014
C 1.315 -0.104 -2.520 0.175 -0.019 -0.100
O 0.428 0.159 -3.318 0.021 0.060 -0.222
C 2.032 -1.454 -2.613 0.089 0.162 0.080
N 1.236 -2.389 -3.369 -0.517 -0.667 0.333
S 0.153 -3.236 -2.408 0.128 -0.182 -0.212
O 0.933 -3.841 -1.364 -0.018 0.313 0.117
O -0.609 -4.075 -3.282 -0.145 0.371 -0.158
C -0.898 -1.990 -1.675 0.360 -0.575 -0.122
C -0.625 -1.543 -0.400 0.097 -0.137 0.063
C -1.378 -0.504 0.118 -0.033 0.011 -0.105
C -2.382 0.093 -0.634 0.099 -0.092 0.056
C -2.662 -0.384 -1.922 0.174 -0.231 -0.043
C -1.908 -1.432 -2.430 -0.224 0.082 0.019
H -2.092 -1.823 -3.418 -0.105 0.030 -0.170
C -3.746 0.234 -2.748 0.042 -0.013 0.038
H -3.851 -0.291 -3.692 -0.054 0.000 -0.080
H -4.699 0.202 -2.220 -0.112 0.039 -0.026
H -3.515 1.278 -2.957 -0.051 0.105 -0.055
C -3.156 1.242 -0.065 0.012 -0.080 -0.028
H -4.211 0.987 0.022 -0.110 0.066 0.026
H -3.080 2.114 -0.713 -0.045 0.121 -0.022
H -2.780 1.505 0.920 0.003 0.053 0.081
H -1.171 -0.146 1.115 0.027 0.049 0.113
H 0.159 -2.012 0.170 0.085 -0.027 0.129
H 0.747 -1.929 -4.128 -0.147 0.039 -0.099
H 3.001 -1.318 -3.107 -0.066 0.001 0.165
H 2.184 -1.920 -1.639 0.266 0.206 0.001
C 0.910 2.000 -1.478 -0.272 0.274 -0.301
C 1.138 2.730 -0.152 0.096 -0.172 -0.055
H 2.097 3.256 -0.185 -0.022 0.088 0.000
H 0.353 3.474 -0.016 0.038 0.039 -0.036
H -0.143 1.715 -1.575 0.107 0.081 0.001
H 1.154 2.654 -2.322 -0.123 -0.021 0.065
H 3.152 -0.423 -0.658 0.032 0.054 -0.008
H 3.435 1.321 -0.580 0.023 -0.176 0.003
H -0.184 2.771 2.277 -0.101 0.090 0.071
H -1.426 1.905 5.570 0.003 0.058 -0.071
H -1.818 2.196 3.859 0.042 0.002 0.008
```
Positions in Å, forces in eV/Å.

* orbital gap: 8.8 eV
* total energy: -1699.72568 Eh
* relative energy (zero: lowest compared OMol25 entry of this formula, charge and spin): 61.43 kcal per mole
* SMILES string: COc1cc2c(cc1OC)CN(C(=O)CNS(=O)(=O)c1ccc(C)c(C)c1)CC2

***

3.
C21H26N4O5 | ωB97M-V/def2-TZVPD

```
56
Properties=species:S:1:pos:R:3:forces:R:3
C -0.288 -1.963 1.740 -0.087 0.005 0.265
H -1.362 -2.159 1.784 0.038 -0.006 -0.022
H -0.084 -1.008 2.225 -0.027 -0.064 -0.027
H 0.253 -2.756 2.264 -0.021 0.012 -0.038
O 0.160 -1.832 0.407 0.144 -0.092 -0.470
C 0.017 -2.897 -0.430 0.033 -0.113 -0.199
C -0.563 -4.103 -0.055 0.076 0.272 0.063
C -0.667 -5.146 -0.955 0.066 -0.218 -0.445
C -0.186 -4.977 -2.244 0.011 1.000 1.116
C 0.397 -3.779 -2.645 -0.051 -0.256 -0.168
C 0.506 -2.727 -1.750 -0.157 -0.408 0.213
N 1.086 -1.509 -2.081 -0.116 0.113 0.362
C 1.752 -1.194 -3.229 0.192 0.437 0.182
O 1.940 -1.950 -4.154 0.057 -0.230 -0.309
C 2.289 0.231 -3.230 -0.143 0.080 -0.155
C 1.222 1.283 -2.913 0.186 -0.015 -0.069
N 0.789 1.205 -1.526 -0.037 0.245 0.024
C 1.696 1.872 -0.609 0.114 -0.126 0.281
C 1.307 1.531 0.827 0.189 0.193 -0.117
N -0.045 1.987 1.074 0.108 0.106 -0.187
C -0.485 2.073 2.400 -0.141 0.118 0.152
C 0.221 1.512 3.464 0.021 -0.014 -0.135
C -0.232 1.611 4.768 -0.034 -0.018 0.143
C -1.415 2.268 5.047 0.052 -0.011 0.042
C -2.117 2.860 4.012 -0.040 0.001 -0.181
C -1.660 2.787 2.706 -0.114 0.108 -0.014
O -2.417 3.417 1.731 0.076 -0.484 0.382
C -1.777 4.518 1.117 0.166 0.344 -0.140
H -2.452 4.863 0.335 0.048 0.046 0.010
H -0.817 4.233 0.682 -0.072 0.031 0.006
H -1.616 5.325 1.841 -0.036 -0.042 -0.034
H -3.030 3.403 4.199 -0.096 0.068 -0.016
H -1.780 2.337 6.060 -0.036 0.013 0.093
H 0.341 1.158 5.563 0.048 -0.036 0.065
H 1.139 0.975 3.277 0.081 -0.041 -0.075
C -0.978 1.399 0.124 -0.284 -0.003 -0.291
C -0.552 1.718 -1.305 -0.204 -0.155 0.219
H -1.239 1.228 -1.998 0.014 0.026 0.003
H -0.599 2.807 -1.476 -0.009 -0.028 -0.017
H -1.977 1.790 0.309 0.081 -0.044 -0.032
H -0.999 0.305 0.238 -0.046 0.057 -0.022
H 1.985 2.044 1.512 -0.008 -0.072 -0.013
H 1.407 0.442 0.960 0.062 0.034 0.061
H 2.717 1.530 -0.791 -0.002 0.021 0.010
H 1.668 2.967 -0.748 0.019 -0.062 -0.009
H 1.615 2.283 -3.156 -0.090 -0.047 -0.003
H 0.355 1.103 -3.553 0.011 0.059 0.019
H 3.105 0.288 -2.507 0.057 0.031 -0.013
H 2.703 0.420 -4.221 0.005 -0.092 0.073
H 0.941 -0.733 -1.429 0.031 -0.064 -0.168
H 0.770 -3.678 -3.652 -0.030 0.026 0.086
N -0.298 -6.057 -3.184 -0.081 -0.486 -0.371
O 0.073 -5.866 -4.322 0.096 0.030 -0.267
O -0.765 -7.105 -2.781 -0.091 -0.254 0.029
H -1.114 -6.085 -0.670 -0.011 -0.023 0.016
H -0.937 -4.244 0.945 -0.020 0.029 0.090
```
Positions in Å, forces in eV/Å.

* orbital gap: 8.3 eV
* total energy: -1410.95652 Eh
* relative energy (zero: lowest compared OMol25 entry of this formula, charge and spin): 130.98 kcal per mole
* SMILES string: COc1ccc([N+](=O)[O-])cc1NC(=O)CCN1CCN(c2ccccc2OC)CC1

***

Q: What is the total energy in the third record?
A: -1410.95652 Eh

***

Q: Which of these has the lowest orbital gap?
A: C21H26N2O4S2

***

Q: The lowest total energy belongs to which entry?
A: C21H26N2O4S2

***

Q: Look up the orbital gap of the third one.
A: 8.3 eV